101
Properties=species:S:1:pos:R:3:forces:R:3:mulliken_charge:R:1 method="wB97M-V/def2-TZVPD" lumo_energy_ev=-3.43 total_energy_ha=-8243.46060 multiplicity=1 gap_ev=8.33 e_homo_ev=-11.761 molar_mass_g_mol=879.8 charge=+1
C 3.920693 -1.770267 1.943258 0.1 0.3 -0.7 -1.769
C 2.891382 -1.323441 0.895889 0.6 0.0 0.5 0.701
C 3.056284 0.186440 0.746846 0.0 -0.3 0.9 -1.494
N 2.209447 0.860685 -0.244561 0.2 -0.6 0.1 1.314
C 1.067891 1.441900 0.139008 -0.2 0.4 -0.6 -1.843
N 0.971282 2.373105 1.052714 0.2 -0.2 0.3 1.162
Cl 2.381874 2.979730 1.766824 0.0 0.1 0.1 -0.002
C -0.284098 2.967983 1.517599 -0.3 0.6 0.6 0.101
C -0.166836 4.428324 1.979493 -0.5 -0.6 0.3 -1.052
O -1.492174 4.889773 2.142803 0.1 0.1 -0.4 -0.543
N -0.146024 1.041497 -0.463733 0.0 -0.5 0.1 1.698
C -0.504175 -0.238678 0.194260 -0.6 0.0 0.7 -0.555
C -1.824548 -0.226832 0.997036 0.6 -0.9 -0.1 -0.274
C -2.603042 -1.535367 0.808647 -0.6 0.8 0.2 -1.188
Br -1.342560 -0.135499 2.906138 -0.3 0.3 0.0 -0.106
C -0.110241 1.083339 -1.922803 -0.1 0.5 -0.9 -0.294
C -0.230188 2.598297 -2.260640 0.0 1.1 0.9 -0.198
O -0.023298 3.446234 -1.421006 -0.2 -1.0 -1.0 -0.423
N -0.680057 3.004092 -3.585030 0.9 0.8 0.7 0.292
C -0.256700 4.294382 -3.941868 -2.0 2.4 -1.6 0.461
O -0.965968 5.133629 -4.475971 2.2 -2.4 1.5 -0.536
F 1.051744 4.506661 -3.709728 -0.5 -0.2 -0.1 -0.147
C -1.435947 0.479151 -2.449437 -0.9 0.1 0.4 1.338
F -1.399521 0.376431 -3.819748 0.2 0.0 -0.3 -0.364
C -2.698973 1.263648 -2.063094 -0.4 -0.8 0.3 -1.051
C -3.893957 0.355343 -1.680345 0.1 0.5 -0.4 -1.234
C 1.179898 0.370679 -2.544156 -0.2 -0.1 0.3 1.845
C 0.997389 -1.174360 -2.451441 0.2 -0.3 -0.1 0.205
C 1.482372 -2.114162 -3.561688 -0.1 -0.4 -0.2 -1.774
C 0.573504 -2.327261 -4.774970 0.0 -0.2 0.1 -0.944
C -0.879544 -2.657241 -4.466097 0.3 -0.7 -0.1 -0.034
C -1.074357 -4.092560 -3.942639 -0.5 0.8 -0.1 -0.587
C -2.391663 -4.184160 -3.193659 0.0 -0.6 0.0 -0.544
O -3.021784 -5.415541 -3.481546 0.0 0.1 -0.1 -0.425
C -4.115493 -5.656774 -2.621353 0.2 0.2 0.1 -0.765
P 1.538896 0.865548 -4.309284 0.5 -0.2 -1.1 0.291
O 2.787319 0.306621 -4.854058 0.2 -0.3 0.1 -0.863
C 2.464768 0.785224 -1.707977 0.2 0.8 -0.8 -1.697
Br 3.988809 -0.388945 -2.063153 -0.1 -0.1 0.1 0.040
B 3.066373 2.254717 -2.106447 0.3 0.3 -0.1 1.342
O 3.989607 2.426985 -3.091483 -0.1 -0.5 0.4 -0.628
O 2.654725 3.342210 -1.379069 -0.3 -0.6 0.2 -0.703
H 4.913277 -1.550711 1.560166 0.3 0.0 0.0 0.451
H 3.858880 -2.839277 2.084004 0.0 -0.2 0.3 0.417
H 3.812198 -1.222869 2.871975 -0.1 -0.1 0.3 0.400
H 1.915020 -1.580505 1.288262 -0.4 -0.1 -0.3 0.035
H 3.133669 -1.852644 -0.014026 -0.4 -0.1 -0.3 0.178
H 4.109758 0.406566 0.651357 0.2 0.3 -0.5 0.288
H 2.796494 0.571069 1.725913 -0.2 0.3 0.1 0.742
H -0.671899 2.406328 2.358703 0.1 -0.3 0.1 0.093
H -1.031967 2.955145 0.743603 0.1 -0.2 -0.5 0.171
H 0.327641 4.451342 2.943213 0.5 0.3 0.0 0.431
H 0.331396 5.039724 1.242315 0.1 0.2 -0.1 0.440
H -1.793810 4.626673 3.010934 -0.2 0.0 0.3 0.325
H 0.256366 -0.462450 0.926426 0.4 -0.2 0.0 0.486
H -0.525039 -1.096072 -0.461001 0.1 0.1 -0.4 -0.066
H -2.421169 0.635684 0.750916 -0.1 0.3 0.1 0.420
H -2.409742 -2.233610 1.606462 0.3 -0.4 0.0 0.489
H -2.434272 -1.968019 -0.169240 0.2 -0.2 -0.2 0.063
H -3.659233 -1.300456 0.869994 -0.3 -0.1 0.0 0.373
H -1.689647 3.067645 -3.628824 -0.2 -0.6 -0.2 0.184
H -1.591565 -0.532033 -2.096773 0.3 -0.2 0.2 -0.092
H -3.036316 1.811851 -2.928915 0.2 0.5 -0.2 0.695
H -2.513660 1.924084 -1.224759 0.2 0.4 0.0 -0.074
H -4.724609 0.554341 -2.343694 -0.2 0.0 -0.2 0.393
H -3.669367 -0.697638 -1.785036 0.1 -0.3 0.2 0.190
H -4.250438 0.597339 -0.689719 0.0 -0.2 0.3 0.371
H 1.491312 -1.495537 -1.540863 0.2 0.1 0.2 -0.355
H -0.029019 -1.465552 -2.280786 -0.2 0.2 -0.2 -0.019
H 2.483524 -1.916674 -3.913473 0.2 0.3 0.0 0.247
H 1.545280 -3.088802 -3.083328 0.0 -0.2 0.3 0.727
H 0.661646 -1.547924 -5.520605 0.0 0.4 0.0 0.417
H 0.974795 -3.204948 -5.275992 0.2 -0.1 -0.2 0.572
H -1.341264 -1.978548 -3.758325 0.0 0.4 0.0 -0.345
H -1.429564 -2.598432 -5.397777 -0.4 0.3 -0.1 0.576
H -0.250485 -4.386988 -3.305499 0.2 -0.3 0.0 0.257
H -1.171199 -4.754657 -4.792887 0.3 -0.3 -0.1 0.453
H -2.237677 -4.120164 -2.111986 0.1 0.2 0.2 0.253
H -3.051915 -3.371688 -3.504089 -0.2 0.2 0.0 0.379
H -4.859727 -6.248201 -3.134063 0.0 -0.3 -0.2 0.295
H -3.764902 -6.167481 -1.727834 -0.1 -0.2 0.2 0.283
H -4.591459 -4.729273 -2.305431 -0.1 0.2 0.0 0.307
H 1.579039 2.266803 -4.341641 -0.2 0.1 0.4 0.109
H 0.433934 0.520537 -5.092811 -0.2 0.2 0.4 0.191
H 4.558372 3.159580 -2.841930 0.2 0.4 -0.4 0.299
H 2.666904 4.123625 -1.936512 0.1 0.4 0.1 0.304
C -0.278019 0.689664 10.340417 0.0 -0.2 -0.1 -1.098
C 0.545707 1.580407 9.436584 -0.2 0.2 0.3 -0.161
O 1.341581 0.818928 8.510079 0.1 0.0 0.1 -0.366
C 0.688184 0.300608 7.483126 0.2 0.1 0.0 0.775
O -0.479187 0.435420 7.229112 -0.2 0.0 -0.1 -0.571
O 1.561153 -0.388425 6.741545 0.1 -0.1 -0.1 -0.370
C 0.966323 -1.064517 5.638510 0.0 -0.1 -0.2 -0.440
H 0.362524 -0.027493 10.854294 0.0 0.1 0.1 0.299
H -0.801843 1.289409 11.083662 0.0 0.0 0.0 0.354
H -1.016991 0.126864 9.772584 0.0 0.1 0.0 0.317
H 1.262458 2.149724 10.023438 0.1 -0.1 -0.1 0.290
H -0.076988 2.289029 8.891415 0.0 -0.1 -0.1 0.304
H 0.383136 -0.374556 5.031786 0.0 0.0 0.1 0.018
H 0.329824 -1.876614 5.986820 -0.1 0.0 0.0 0.337
H 1.779468 -1.477171 5.046674 0.1 0.0 0.1 0.212

101
Properties=species:S:1:pos:R:3:forces:R:3:mulliken_charge:R:1 method="wB97M-V/def2-TZVPD" lumo_energy_ev=-3.95 total_energy_ha=-7559.39690 multiplicity=1 gap_ev=6.36 e_above_lowest_kcal_mol=86.2 e_homo_ev=-10.308 molar_mass_g_mol=1023.6 charge=+1
Ta -0.184866 0.105614 -0.604384 1.3 -0.8 0.5 2.352
C 2.553845 -1.124886 3.823216 0.1 0.2 -0.2 -0.850
N 1.341231 -1.912900 3.706132 -0.2 0.1 -0.1 0.292
C 1.184738 -3.041640 4.605097 -0.1 -0.2 0.1 -1.138
C 0.509749 -1.726385 2.641917 -0.1 0.0 0.0 -0.595
N 0.673699 -0.834995 1.727265 0.1 1.0 -1.3 0.847
N -0.588480 -2.559310 2.615025 0.0 -0.1 0.6 0.139
C -1.412276 -2.839763 1.549703 0.0 0.1 -0.8 -0.109
N -2.417326 -3.703083 1.868931 -0.2 -0.3 0.2 -0.403
N -1.198905 -2.381503 0.375891 0.3 0.3 -0.4 0.510
H 3.017629 -1.328000 4.785960 -0.1 0.1 -0.1 0.360
H 2.335698 -0.055221 3.772728 0.0 0.0 0.0 0.253
H 3.276133 -1.379840 3.041578 0.0 0.1 0.0 0.303
H 2.036913 -3.073879 5.277496 -0.1 0.0 0.0 0.322
H 1.160688 -3.988703 4.061371 0.0 0.0 0.0 0.360
H 0.286609 -2.944563 5.222952 0.0 -0.1 0.0 0.360
H 1.500923 -0.269221 1.862200 0.1 -0.1 0.1 -0.906
H -0.781240 -3.068848 3.461598 0.1 0.0 -0.1 0.281
H -2.701438 -3.832831 2.825603 0.0 0.1 0.0 0.178
H -3.136376 -3.864275 1.184197 0.0 0.0 0.0 0.231
H -1.883769 -2.733786 -0.285145 0.0 0.1 0.0 -0.474
O -2.441655 2.244117 -1.286805 -0.6 0.4 -0.5 0.111
C -3.842506 2.045255 -1.162051 -0.2 -0.2 0.2 -1.991
C -4.174648 0.572070 -1.415666 0.1 0.2 0.1 2.400
C -5.715276 0.467917 -1.593889 0.4 0.5 -0.1 -1.335
O -6.203711 -0.838748 -1.498959 0.0 -0.6 -0.1 -0.523
C -3.787344 -0.311408 -0.219398 0.3 -0.1 0.0 -1.388
Se -2.286054 0.371628 0.903078 -0.1 -0.5 -0.7 -0.167
C -3.500814 0.139358 -2.714589 0.5 0.0 0.4 -1.416
Se -1.623041 -0.594608 -2.585681 0.2 0.2 0.6 -0.225
H -2.279143 3.192004 -1.228632 0.2 0.0 -0.1 0.184
H -4.373562 2.671133 -1.887335 -0.1 0.0 0.0 0.530
H -4.176785 2.308131 -0.150088 0.0 0.1 -0.1 0.454
H -6.000522 0.931394 -2.546610 0.0 0.1 0.1 0.410
H -6.197562 1.015454 -0.779931 0.0 0.1 -0.1 0.467
H -5.940758 -1.345648 -2.276705 -0.1 0.1 0.1 0.353
H -3.522180 -1.308520 -0.572582 -0.1 0.0 0.1 0.198
H -4.639567 -0.409156 0.458612 0.2 0.1 0.0 0.810
H -3.472344 0.971413 -3.420059 0.1 -0.1 0.0 0.397
H -4.041945 -0.689561 -3.172731 0.2 -0.1 0.0 0.524
B 1.401424 3.313520 0.200811 0.0 -0.3 -0.1 0.470
N 2.533538 2.271142 0.289980 0.2 0.2 0.0 -0.484
C 3.816872 2.445364 0.610611 0.2 -0.2 -0.1 -0.323
C 4.417863 1.202856 0.713335 -0.1 0.0 0.0 -1.655
C 3.398057 0.305645 0.432945 0.0 0.1 0.0 -0.364
N 2.262582 0.966095 0.176601 -1.3 -0.6 -0.3 0.627
N 0.819098 3.275319 -1.232700 0.3 0.5 0.1 0.006
C 0.828869 4.258826 -2.132962 -0.1 -0.2 -0.2 -0.426
C 0.170933 3.828078 -3.277106 0.1 -0.2 0.3 -1.430
C -0.211915 2.531918 -2.980444 0.1 0.1 -0.2 -0.399
N 0.186785 2.207406 -1.741706 -0.5 -1.8 0.8 0.253
H 1.838395 4.393610 0.417224 0.1 0.3 0.0 -0.139
H 0.548163 2.973935 0.961593 -0.2 -0.1 0.1 -0.412
H 4.245604 3.418806 0.741580 -0.1 0.2 0.0 0.533
H 5.437336 0.979690 0.949379 0.2 0.0 0.0 0.553
H 3.446517 -0.767825 0.420342 -0.1 -0.2 -0.1 0.619
H 1.304709 5.197287 -1.936022 0.1 0.2 0.2 0.533
H 0.007173 4.374081 -4.182152 0.0 0.1 -0.2 0.556
H -0.737513 1.829849 -3.597026 -0.1 -0.1 0.0 0.404
F 0.713624 5.104671 6.081140 0.1 -0.1 -0.1 -0.252
C -0.574957 4.952672 5.736267 0.1 0.1 0.3 0.750
F -1.026367 6.153813 5.366776 -0.1 0.0 -0.2 -0.281
F -1.230997 4.611957 6.856710 -0.1 -0.2 0.0 -0.249
C -0.737058 3.908357 4.661070 0.0 0.0 0.0 0.366
C -0.267625 2.622123 4.893198 -0.1 0.1 -0.1 -1.216
C -0.413983 1.691854 3.876036 0.1 0.1 0.4 -0.308
N -0.976401 1.973223 2.715436 0.2 0.0 0.0 0.434
C -1.451503 3.191234 2.518561 -0.1 0.2 0.1 -0.187
C -1.355217 4.206486 3.455994 0.1 -0.1 0.2 -0.919
H 0.184246 2.355280 5.835478 0.1 0.0 0.1 0.466
H -0.074950 0.671376 3.999656 0.1 -0.1 0.1 0.503
H -1.936298 3.356558 1.566527 0.0 0.1 -0.1 0.240
H -1.747401 5.191648 3.264066 0.0 0.1 -0.1 0.523
C 1.050332 -0.791268 -4.720249 0.4 -0.1 0.6 -1.136
Si 2.174935 -0.763589 -3.176279 0.5 0.5 -0.6 0.741
C 3.787958 -1.719130 -3.564789 -0.6 0.1 0.1 -1.434
C 2.898331 1.007092 -3.014065 -0.5 -0.5 0.2 -0.941
C 1.258649 -1.489908 -1.647720 -1.5 0.9 -0.1 1.097
Si 0.859814 -3.369108 -1.784938 0.2 -0.7 0.2 0.565
C 1.179557 -4.128911 -0.044608 -0.1 0.3 -0.6 -0.828
C 2.062399 -4.346520 -2.904835 -0.3 0.6 0.3 -1.419
C -0.797800 -3.953052 -2.547885 0.4 0.5 0.5 -1.124
H 0.444587 0.104911 -4.804592 -0.1 0.2 0.1 0.290
H 1.655393 -0.851144 -5.618208 0.2 0.0 -0.2 0.479
H 0.374261 -1.640004 -4.722161 -0.1 -0.2 0.0 0.271
H 4.471220 -1.070486 -4.105971 0.0 0.3 0.0 0.432
H 3.615638 -2.585578 -4.187726 0.0 -0.2 -0.1 0.404
H 4.299022 -2.052701 -2.666942 0.1 -0.1 0.2 0.360
H 3.223968 1.343555 -3.994519 0.1 -0.1 -0.3 0.506
H 3.770967 1.016766 -2.368773 0.2 -0.1 0.2 0.377
H 2.215754 1.754529 -2.643528 -0.1 0.2 0.1 0.035
H 2.003231 -1.477618 -0.850712 0.1 0.0 0.3 -1.432
H 2.138429 -4.636631 -0.035226 0.2 -0.1 -0.1 0.480
H 0.422989 -4.855936 0.228271 -0.2 -0.2 0.0 0.411
H 1.201278 -3.365930 0.723335 0.0 0.2 0.1 -0.210
H 3.101627 -4.230596 -2.625385 0.2 0.1 0.1 0.366
H 1.958834 -4.072568 -3.947858 0.0 0.1 -0.3 0.360
H 1.828039 -5.403196 -2.830136 -0.2 -0.2 0.1 0.386
H -1.693948 -3.695009 -1.999313 -0.2 0.1 0.1 0.276
H -0.765330 -5.036021 -2.622529 0.1 -0.2 0.0 0.454
H -0.913500 -3.563009 -3.553165 0.0 0.1 -0.2 0.332